[1]
{
  "formula": "C5H12N",
  "method": "ωB97M-V/def2-TZVPD",
  "symbols": ["C", "C", "C", "C", "C", "N", "H", "H", "H", "H", "H", "H", "H", "H", "H", "H", "H", "H"],
  "coordinates": [[-0.312, 0.459, 0.646], [-0.814, -0.926, 1.009], [0.900, 0.818, 0.012], [-1.111, -1.214, 2.346], [0.644, 0.050, -2.338], [0.791, 1.185, -1.339], [-1.090, 0.876, 0.000], [-0.557, 0.976, 1.621], [-0.311, -1.739, 0.527], [1.726, 0.087, 0.163], [-0.208, -1.015, 2.884], [-1.588, -2.238, 2.478], [-1.829, -0.516, 2.574], [1.422, -0.675, -1.895], [-0.349, -0.263, -2.259], [1.015, 0.515, -3.294], [0.018, 1.901, -1.593], [1.652, 1.719, -1.541]],
  "lumo_energy_ev": [-3.5, -5.4],
  "total_charge": 1,
  "s_squared": 2.01,
  "e_homo_ev": [-11.606, -15.379],
  "spin_multiplicity": 3
}

[2]
{
  "formula": "C2H3N4O2S",
  "method": "ωB97M-V/def2-TZVPD",
  "symbols": ["C", "C", "N", "N", "N", "N", "O", "O", "S", "H", "H", "H"],
  "coordinates": [[0.500, 1.177, 0.592], [-0.476, -1.954, -1.328], [0.800, -0.039, 0.579], [0.992, -1.184, 0.591], [-0.625, -0.813, -1.993], [0.370, -0.087, -2.476], [1.399, -0.592, -2.928], [0.231, 1.135, -2.390], [-1.781, -2.893, -0.916], [0.202, 1.802, -0.219], [0.003, 1.362, 1.452], [0.688, -2.311, -1.200]],
  "lumo_energy_ev": 3.7,
  "total_charge": -1,
  "e_homo_ev": -4.228
}

[3]
{
  "formula": "C4H7N2OS",
  "method": "ωB97M-V/def2-TZVPD",
  "symbols": ["O", "C", "S", "C", "C", "N", "C", "N", "H", "H", "H", "H", "H", "H", "H"],
  "coordinates": [[-1.959, -0.280, -0.691], [-0.916, -0.132, 0.172], [-1.278, -0.460, 1.966], [-0.303, 1.181, 0.033], [0.999, 1.293, -0.317], [1.708, 0.107, -0.445], [1.228, -1.141, -0.335], [-0.052, -1.279, -0.100], [-1.766, 0.392, -1.360], [-2.504, 0.203, 2.263], [-0.908, 1.986, 0.241], [1.645, 2.145, -0.438], [2.694, 0.338, -0.397], [1.751, -2.086, -0.426], [-0.341, -2.269, -0.168]],
  "lumo_energy_ev": -4.4,
  "smiles": "O[C@]1(S)C=CNC=[NH+]1",
  "total_charge": 1,
  "e_homo_ev": -13.329
}

[4]
{
  "formula": "C13H17NO2S",
  "method": "ωB97M-V/def2-TZVPD",
  "symbols": ["O", "C", "C", "C", "S", "C", "C", "C", "C", "C", "C", "N", "C", "C", "O", "C", "C", "H", "H", "H", "H", "H", "H", "H", "H", "H", "H", "H", "H", "H", "H", "H", "H", "H"],
  "coordinates": [[-0.374, 1.214, -1.288], [-0.973, 1.081, -0.237], [-2.082, 0.039, -0.109], [-1.686, -1.150, 0.764], [0.110, -1.508, 0.723], [0.442, -1.714, -1.009], [-0.443, -2.360, -1.856], [-0.128, -2.492, -3.197], [1.069, -2.000, -3.687], [1.960, -1.375, -2.830], [1.649, -1.228, -1.492], [-0.696, 1.854, 0.836], [-1.297, 1.820, 2.149], [-0.242, 1.370, 3.172], [0.875, 2.226, 3.145], [1.465, 2.243, 1.863], [0.467, 2.721, 0.804], [-2.264, -0.306, -1.129], [-3.001, 0.492, 0.267], [-1.876, -0.970, 1.822], [-2.228, -2.050, 0.472], [-1.372, -2.763, -1.482], [-0.825, -2.986, -3.859], [1.307, -2.103, -4.735], [2.895, -0.990, -3.206], [2.330, -0.732, -0.817], [-2.163, 1.164, 2.179], [-1.618, 2.838, 2.402], [-0.642, 1.420, 4.186], [0.070, 0.339, 2.948], [2.317, 2.922, 1.927], [1.816, 1.234, 1.600], [0.902, 2.670, -0.194], [0.156, 3.748, 1.024]],
  "lumo_energy_ev": 0.7,
  "smiles": "O=C(CCSc1ccccc1)N1CCOCC1",
  "e_homo_ev": -8.201
}

[5]
{
  "formula": "C39H35F5FeN7O2S4",
  "method": "ωB97M-V/def2-TZVPD",
  "symbols": ["Fe", "C", "C", "N", "C", "C", "N", "C", "C", "C", "C", "C", "N", "C", "C", "N", "C", "C", "N", "C", "C", "C", "N", "C", "C", "H", "H", "H", "H", "H", "H", "H", "H", "H", "H", "H", "H", "O", "S", "C", "C", "C", "C", "S", "O", "C", "C", "C", "C", "C", "C", "C", "C", "C", "C", "C", "C", "H", "H", "H", "H", "H", "H", "H", "H", "H", "H", "H", "H", "H", "H", "H", "H", "H", "H", "S", "C", "N", "C", "C", "S", "H", "H", "H", "H", "H", "F", "C", "F", "C", "F", "F", "F"],
  "coordinates": [[0.677, -0.198, -0.681], [4.272, 0.524, 2.087], [3.571, 0.276, 0.915], [2.396, -0.338, 0.935], [1.928, -0.740, 2.120], [2.620, -0.448, 3.291], [3.782, 0.189, 3.274], [0.685, -1.533, 2.055], [0.142, -2.211, 3.125], [-1.002, -2.981, 2.931], [-1.471, -3.135, 1.629], [-0.850, -2.453, 0.600], [0.161, -1.609, 0.828], [-1.124, -2.676, -0.832], [-2.054, -3.583, -1.316], [-2.161, -3.858, -2.610], [-1.329, -3.233, -3.428], [-0.418, -2.291, -2.964], [-0.327, -2.003, -1.673], [-1.694, -3.614, 4.070], [-1.872, -2.908, 5.254], [-2.558, -3.522, 6.292], [-3.045, -4.756, 6.219], [-2.865, -5.428, 5.086], [-2.207, -4.903, 3.983], [5.238, 1.014, 2.067], [3.959, 0.574, -0.048], [2.226, -0.723, 4.261], [0.589, -2.148, 4.106], [-2.323, -3.769, 1.436], [-2.728, -4.108, -0.652], [-1.386, -3.471, -4.482], [0.225, -1.754, -3.644], [-1.524, -1.888, 5.358], [-2.727, -2.994, 7.223], [-3.263, -6.435, 5.056], [-2.076, -5.507, 3.094], [2.004, -0.277, -2.155], [3.045, -0.328, -3.281], [3.495, 1.394, -3.740], [2.635, 2.488, -3.118], [3.226, 3.003, -1.812], [2.345, 4.011, -1.093], [0.840, 3.220, -0.392], [1.203, 1.731, -0.340], [0.977, 3.796, 1.283], [1.384, 2.947, 2.293], [1.476, 3.444, 3.585], [1.156, 4.768, 3.846], [0.734, 5.605, 2.819], [0.635, 5.121, 1.525], [2.162, -0.816, -4.733], [2.497, -2.050, -5.273], [1.791, -2.514, -6.377], [0.765, -1.750, -6.910], [0.432, -0.516, -6.352], [1.132, -0.039, -5.261], [3.453, 1.402, -4.827], [4.541, 1.490, -3.446], [1.623, 2.119, -2.960], [2.562, 3.311, -3.833], [4.188, 3.482, -2.007], [3.417, 2.169, -1.139], [1.973, 4.780, -1.772], [2.871, 4.490, -0.270], [1.607, 1.913, 2.072], [1.794, 2.794, 4.389], [1.229, 5.152, 4.854], [0.475, 6.634, 3.027], [0.291, 5.768, 0.725], [3.298, -2.639, -4.842], [2.048, -3.467, -6.818], [0.220, -2.111, -7.772], [-0.371, 0.071, -6.776], [0.868, 0.912, -4.816], [-1.450, 0.822, 2.653], [-3.065, 0.702, 2.279], [-3.825, 1.677, 1.793], [-5.176, 1.344, 1.356], [-5.566, 0.089, 2.135], [-3.994, -0.760, 2.486], [-3.387, 2.553, 1.550], [-5.186, 1.166, 0.278], [-5.851, 2.168, 1.581], [-6.209, -0.564, 1.553], [-6.056, 0.330, 3.076], [-1.560, 1.764, -0.346], [-1.325, 0.688, -1.151], [-2.325, -0.208, -0.882], [-1.582, 1.213, -2.572], [-0.628, 2.106, -2.907], [-2.760, 1.816, -2.673], [-1.543, 0.226, -3.477]],
  "lumo_energy_ev": [-5.9, -6.9],
  "total_charge": 2,
  "s_squared": 8.76,
  "e_homo_ev": [-12.722, -12.719],
  "spin_multiplicity": 6
}

[6]
{
  "formula": "C24H45NP2PbSi",
  "method": "ωB97M-V/def2-TZVPD",
  "symbols": ["P", "P", "C", "C", "H", "H", "H", "H", "C", "H", "H", "H", "C", "H", "H", "H", "C", "H", "H", "H", "C", "H", "H", "H", "Pb", "C", "C", "C", "C", "C", "C", "C", "C", "C", "H", "H", "H", "H", "H", "H", "H", "H", "H", "H", "H", "H", "H", "H", "H", "C", "Si", "C", "C", "N", "C", "C", "C", "C", "C", "C", "H", "H", "H", "H", "H", "H", "H", "H", "H", "H", "H", "H", "H", "H"],
  "coordinates": [[0.301, -2.586, -0.894], [0.434, 2.047, -0.364], [-0.012, -0.737, -1.576], [0.984, 0.332, -1.128], [-1.101, -0.502, -1.623], [0.170, -0.825, -2.643], [1.728, -0.099, -0.436], [1.547, 0.691, -2.008], [-1.372, 2.335, -0.739], [-1.822, 2.656, 0.222], [-1.972, 1.469, -1.082], [-1.507, 3.164, -1.461], [1.322, 3.340, -1.323], [0.818, 3.631, -2.254], [2.357, 3.024, -1.526], [1.381, 4.215, -0.651], [-0.793, -3.848, -1.696], [-0.830, -4.707, -1.012], [-0.392, -4.201, -2.662], [-1.822, -3.467, -1.827], [2.042, -2.925, -1.254], [2.486, -2.087, -1.808], [2.163, -3.876, -1.810], [2.509, -3.016, -0.253], [-1.289, -0.956, 0.710], [0.309, 0.843, -3.918], [-1.035, 0.795, -3.729], [-1.952, 0.000, -4.601], [-1.401, -1.365, -5.078], [-0.637, -2.115, -4.066], [0.706, -2.240, -4.104], [1.613, -1.265, -4.830], [1.075, 0.180, -5.026], [-0.146, -2.377, 2.261], [0.871, 1.663, -3.437], [-1.531, 1.573, -3.139], [-2.185, 0.576, -5.510], [-2.909, -0.144, -4.066], [-2.252, -1.996, -5.360], [-0.802, -1.259, -5.992], [-1.275, -2.564, -3.315], [1.258, -3.090, -3.652], [1.843, -1.657, -5.840], [2.593, -1.233, -4.311], [1.953, 0.817, -5.185], [0.512, 0.247, -5.981], [0.534, -1.791, 2.897], [0.432, -3.265, 1.948], [-0.921, -2.797, 2.939], [2.638, 0.486, 2.675], [1.381, 1.106, 3.918], [1.829, 0.278, 5.538], [1.622, 2.943, 4.160], [-0.265, 0.788, 3.405], [-1.380, 0.985, 4.103], [-2.657, 0.564, 3.601], [-3.793, 0.628, 4.353], [-3.797, 1.201, 5.616], [-2.576, 1.688, 6.140], [-1.408, 1.584, 5.427], [3.625, 0.783, 3.065], [2.508, 0.934, 1.684], [2.631, -0.606, 2.570], [2.827, 0.637, 5.830], [1.139, 0.502, 6.361], [1.875, -0.814, 5.447], [1.583, 3.465, 3.197], [0.845, 3.380, 4.798], [2.595, 3.149, 4.627], [-2.708, 0.152, 2.591], [-4.704, 0.222, 3.904], [-4.734, 1.267, 6.153], [-2.589, 2.139, 7.137], [-0.472, 1.932, 5.894]],
  "lumo_energy_ev": [-9.4, -9.4],
  "total_charge": 2,
  "e_homo_ev": [-12.865, -12.865]
}

Taking the records one at a time from the top gives total energy values of -6857.7668, -23008.5979, -20116.6202, -30177.1917, -146839.5356, -58789.5506 eV.
Taking the records one at a time from the top gives relative energy (zero: lowest compared OMol25 entry of this formula, charge and spin) values of 0.9338, 5.0056, 0.8666, 1.0205, 0.4189, 0.9576 eV.
Taking the records one at a time from the top gives largest force on an atom values of 0.0904, 0.1143, 0.0748, 0.0112, 0.0076, 0.0667 Eh/bohr.